# C32H37Cl2N4O2PbSi2

A molecular structure, C32H37Cl2N4O2PbSi2 (the ωB97M-V functional and the def2-TZVPD basis, the Open Molecules 2025 dataset).

Results
ΔE to the lowest compared entry with this formula, charge and spin   0.000 eV
F_max   0.58 eV/Å
Net charge   -1
Kohn-Sham gap   6.80 eV
E_HOMO   -0.1569 Eh

Element x y z (Å)
Pb (0.06877, 0.71330, -0.18493)
Cl (1.25145, 3.60994, 6.24258)
C (1.53116, 2.71976, 4.77590)
C (0.44510, 2.22521, 4.07392)
C (0.61022, 1.52260, 2.88030)
N (-0.45909, 1.04699, 2.11687)
C (-1.64817, 0.77626, 2.66792)
O (-1.99760, 0.86987, 3.84982)
C (-2.69905, 0.27657, 1.69382)
C (-3.85758, -0.30897, 2.19805)
C (-4.85356, -0.69133, 1.31945)
C (-4.67661, -0.46018, -0.03940)
C (-3.48346, 0.10568, -0.45277)
N (-2.51569, 0.45319, 0.38839)
C (1.92671, 1.32788, 2.37697)
C (3.00578, 1.80610, 3.12214)
C (2.81431, 2.50167, 4.30377)
Cl (4.20000, 3.08733, 5.17128)
N (2.07058, 0.74428, 1.12114)
C (3.21669, 0.17356, 0.72903)
O (4.21675, -0.09180, 1.40456)
C (3.28715, -0.16188, -0.75111)
C (4.25004, -1.06986, -1.18289)
C (4.34390, -1.35903, -2.53156)
C (3.49681, -0.70369, -3.41574)
C (2.57832, 0.19434, -2.89784)
N (2.46128, 0.44996, -1.59945)
H (-0.54743, 2.37462, 4.46492)
H (-3.94032, -0.44167, 3.26717)
H (-5.76139, -1.15647, 1.68295)
H (-5.43900, -0.72005, -0.76135)
H (-3.28446, 0.28595, -1.50462)
H (4.00825, 1.62537, 2.77002)
H (4.89698, -1.51858, -0.44245)
H (5.06473, -2.08190, -2.89261)
H (3.54196, -0.89043, -4.48057)
H (1.90089, 0.73329, -3.55377)
C (-1.06580, 4.57318, 1.10460)
C (-0.73818, 4.20612, -0.31641)
C (0.58346, 4.20056, -0.75490)
C (0.90142, 3.84646, -2.05734)
C (-0.10121, 3.47160, -2.93954)
C (-1.42014, 3.45577, -2.50975)
C (-1.73484, 3.82736, -1.21046)
H (-2.09386, 4.92401, 1.19648)
H (-0.39460, 5.34905, 1.47312)
H (-0.94707, 3.70032, 1.75285)
H (1.37196, 4.46771, -0.05996)
H (1.93576, 3.84545, -2.37881)
H (0.14308, 3.19046, -3.95713)
H (-2.20599, 3.14848, -3.18980)
H (-2.76779, 3.80855, -0.88055)
C (-2.46501, -2.93917, -2.00468)
Si (-0.76021, -2.12445, -2.18148)
C (-1.06413, -0.62578, -3.33908)
C (0.29923, -3.29555, -3.24656)
C (0.12456, -1.69825, -0.59921)
Si (0.07301, -2.91103, 0.82394)
C (0.25172, -2.10574, 2.52134)
C (1.54042, -4.10892, 0.61906)
C (-1.47083, -4.01772, 0.92862)
H (-3.00960, -2.89510, -2.95151)
H (-3.06552, -2.42976, -1.24760)
H (-2.38404, -3.98743, -1.71201)
H (-0.84069, -0.88493, -4.37737)
H (-0.44034, 0.22858, -3.06810)
H (-2.10395, -0.29113, -3.30438)
H (-0.19328, -3.54632, -4.19053)
H (0.52965, -4.22823, -2.72417)
H (1.24935, -2.80829, -3.48066)
H (1.18554, -1.72132, -0.88233)
H (1.07417, -1.38548, 2.52178)
H (0.44894, -2.84641, 3.30069)
H (-0.65510, -1.56506, 2.79940)
H (2.48107, -3.58676, 0.81913)
H (1.58659, -4.49649, -0.40236)
H (1.47841, -4.96013, 1.30277)
H (-2.39497, -3.43599, 0.87048)
H (-1.47883, -4.55892, 1.87812)
H (-1.48675, -4.75715, 0.12440)

Forces on atoms 1 to 6 (eV/Å):
Pb 0.0 0.2 -0.5
Cl 0.0 0.0 0.1
C 0.1 0.0 -0.1
C 0.0 0.0 0.0
C 0.1 0.0 0.1
N -0.3 -0.2 0.0

Löwdin population analysis, charges in e, atoms 1 to 4: number 1, Pb, carries 1.2896; number 2, Cl, carries 0.6234; number 3, C, carries -0.6918; number 4, C, carries -0.0503